Entry 1:
ORCA calculation (ωB97M-V with the def2-TZVPD basis set) on a molecular structure, C22H35MnO16.

Each line ends with the Löwdin spin population.
CARTESIAN COORDINATES (ANGSTROEM)
H1 -31.230 12.049 -35.533  0.000
H2 -30.847 9.743 -35.509  0.000
O1 -25.424 9.098 -32.370  0.087
H3 -18.952 9.510 -34.504  0.000
H4 -18.360 8.647 -35.904  0.000
H5 -24.134 15.844 -31.082  0.000
O2 -24.384 12.995 -30.438  0.001
C1 -19.137 9.329 -35.567  0.000
H6 -27.720 8.098 -33.600  0.000
O3 -26.124 7.549 -36.727  0.002
H7 -23.919 14.023 -39.657  0.000
O4 -24.967 12.219 -32.453  0.028
H8 -31.489 8.502 -33.401  0.000
O5 -29.382 9.963 -34.004  0.002
C2 -24.989 15.226 -30.805  0.000
H9 -27.631 5.927 -39.244  0.000
C3 -24.905 13.609 -39.437  0.000
H10 -32.694 9.747 -33.727  0.000
H11 -27.331 12.878 -38.431  0.000
C4 -26.074 8.422 -38.869  0.000
C5 -31.645 9.578 -33.463  0.000
H12 -20.907 6.760 -35.172  0.000
H13 -26.071 16.440 -29.385  0.000
C6 -25.509 12.992 -36.132  0.005
H14 -25.844 7.455 -31.264  0.002
H15 -24.844 12.528 -39.534  0.000
O6 -26.808 13.169 -36.473  0.001
C7 -30.731 10.152 -34.508  0.000
H16 -31.310 12.190 -33.801  0.000
H17 -26.493 6.869 -33.630  0.000
H18 -25.494 14.046 -40.252  0.000
C8 -25.473 14.094 -38.125  0.000
C9 -30.764 11.699 -34.612  0.000
C10 -20.570 8.804 -35.743  0.000
H19 -31.518 10.037 -32.485  0.000
C11 -22.551 9.402 -34.849  0.006
H20 -27.547 14.541 -37.795  0.000
C12 -24.518 14.213 -29.736  0.000
H21 -27.786 6.713 -32.536  0.000
H22 -23.606 14.546 -29.246  0.000
H23 -28.448 7.177 -38.345  0.000
C13 -26.899 13.663 -37.806  0.000
C14 -21.039 7.752 -34.750  0.000
O7 -21.451 9.889 -35.444  0.002
H24 -27.088 8.654 -31.156  0.001
H25 -26.468 16.765 -31.115  0.000
H26 -20.637 8.502 -36.791  0.000
C15 -27.647 6.442 -38.284  0.000
H27 -25.473 6.467 -38.410  0.000
H28 -27.773 5.748 -37.458  0.000
O8 -25.333 14.352 -31.891  0.001
C16 -24.908 13.109 -31.660  0.005
C17 -26.371 8.214 -31.867  0.010
H29 -19.079 10.304 -36.045  0.000
O9 -23.468 10.083 -34.514  0.030
Mn1 -25.506 10.522 -33.851  4.692
H30 -25.296 14.121 -28.974  0.000
H31 -25.162 8.403 -39.469  0.000
H32 -27.053 15.323 -30.262  0.000
O10 -24.712 13.515 -37.040  0.002
H33 -20.578 7.847 -33.768  0.000
C18 -26.288 7.112 -38.089  0.000
C19 -27.101 7.472 -32.947  0.001
C20 -26.019 8.874 -36.674  0.008
C21 -26.212 16.009 -30.377  0.000
C22 -28.675 11.065 -34.058  0.010
O11 -29.399 12.088 -34.544  0.003
O12 -25.174 12.352 -35.175  0.023
O13 -25.986 9.469 -35.638  0.035
O14 -27.523 11.157 -33.734  0.035
H34 -26.867 8.709 -39.562  0.000
O15 -25.944 9.434 -37.866  0.002
H35 -25.373 15.176 -38.033  0.000
O16 -22.428 8.098 -34.595  0.001

Results
Expectation value of S² = 8.753
Spin multiplicity = 6
DFT total energy = -87459.3887 eV
Total charge = +1

Entry 2:
ORCA calculation (ωB97M-V with the def2-TZVPD basis set) on a molecular structure, C22H35N2O3PPtS2.

Each line ends with the natural charge from an NBO analysis.
CARTESIAN COORDINATES (ANGSTROEM)
C1 -3.843 1.769 -1.981  -0.194
H1 -3.615 1.772 3.629  0.189
C2 2.729 -1.861 -2.462  0.090
H2 3.885 1.502 1.317  0.180
H3 7.526 -2.177 -0.178  0.181
C3 6.576 -2.686 -0.367  -0.626
C4 -2.388 -1.140 2.250  -0.343
H4 -3.873 1.152 -2.894  0.161
C5 -2.099 0.777 -0.683  0.464
H5 1.240 -0.463 -3.139  0.190
H6 -3.867 -0.595 0.450  0.284
S1 2.252 -4.640 -0.628  -0.760
H7 4.329 -0.951 -3.578  0.192
H8 -7.183 1.698 -1.055  0.196
C6 3.642 -1.796 -3.674  -0.613
H9 6.763 -3.751 -0.507  0.207
H10 2.580 0.278 -2.243  0.189
H11 4.895 -0.557 0.128  0.226
H12 -5.134 3.083 -0.895  0.207
H13 2.061 -2.722 -2.563  0.203
O1 3.583 -2.100 -1.339  -0.869
H14 1.326 -0.617 -1.375  0.272
H15 2.269 5.274 1.450  0.185
H16 6.271 -0.487 1.251  0.186
C7 -3.495 -1.917 2.467  -0.195
C8 5.331 -0.999 1.023  -0.654
O2 2.790 3.111 0.655  -0.542
C9 1.536 3.262 1.098  0.147
H17 6.082 -2.872 1.709  0.160
H18 -6.363 0.577 -2.136  0.182
C10 -4.667 -1.427 3.076  -0.451
C11 5.619 -2.474 0.799  0.128
C12 3.252 1.771 0.472  -0.260
C13 -4.303 -0.112 -0.426  -0.226
H19 0.855 5.146 0.384  0.217
H20 -5.538 0.317 3.987  0.179
H21 -4.386 -0.855 -1.235  0.158
C14 -5.223 2.350 -1.702  -0.403
S2 1.977 -1.731 1.140  -0.693
H22 0.640 4.917 2.115  0.229
C15 -4.657 -0.090 3.496  -0.199
H23 -3.454 -2.958 2.156  0.192
H24 -1.504 -1.556 1.783  0.233
H25 -6.342 -0.334 0.189  0.212
C16 -1.316 1.029 2.317  -0.186
H26 3.054 -1.663 -4.586  0.191
H27 -5.574 2.877 -2.594  0.193
C17 -5.665 0.472 -0.100  -0.412
C18 -6.210 1.259 -1.290  -0.396
H28 6.130 -2.289 -1.279  0.223
N1 -0.960 0.727 -0.500  -0.404
H29 2.423 1.065 0.421  0.236
H30 -3.112 2.562 -2.135  0.217
Pt1 0.156 1.932 1.453  0.088
H31 -5.550 1.127 0.768  0.224
H32 -5.526 -2.065 3.245  0.181
C19 -2.370 0.265 2.639  -0.159
P1 3.022 -2.923 -0.024  1.610
H33 4.224 -2.714 -3.757  0.210
O3 4.477 -3.304 0.601  -0.847
H34 3.840 1.744 -0.446  0.168
N2 -3.409 0.972 -0.843  -0.481
C20 -3.575 0.738 3.306  -0.358
C21 1.917 -0.590 -2.289  -0.639
H35 4.629 -0.857 1.843  0.247
C22 1.323 4.744 1.288  -0.717

Results
DFT total energy = -66709.0589 eV
Total charge = -2

Entry 3:
ORCA calculation (ωB97M-V with the def2-TZVPD basis set) on a molecular structure, C22H35N2O4PRuS4SiTe4.

Each line ends with the Löwdin charge.
CARTESIAN COORDINATES (ANGSTROEM)
C1 -1.154 -1.729 4.227  -0.191
H1 -1.403 3.564 -1.366  0.090
H2 -0.838 -3.123 -3.734  0.008
H3 -1.597 -0.250 -3.972  0.006
H4 -1.704 -2.529 3.749  0.110
C2 4.352 -0.662 1.816  -0.367
H5 -2.100 0.802 -2.641  -0.004
C3 0.415 3.016 -2.449  -0.308
C4 -1.617 -3.200 -2.978  -0.182
H6 -2.566 -3.311 -3.485  0.005
Ru1 0.281 0.067 -0.152  0.218
C5 0.199 0.435 5.309  -0.048
S1 0.797 1.529 1.180  0.052
H7 -4.054 -2.293 -1.427  0.008
H8 2.576 5.214 -3.893  0.098
C6 -1.564 0.713 7.066  -0.056
S2 -0.229 -1.206 1.694  0.570
Te1 -3.503 2.472 1.344  -0.215
H9 2.773 3.003 -1.155  0.105
H10 4.281 -1.627 2.338  0.112
H11 -1.429 -4.103 -2.403  0.016
C7 -0.118 -1.143 3.515  -0.439
H12 1.914 -0.629 -4.020  0.089
O1 3.095 -0.062 1.918  -0.372
C8 -2.193 -0.206 -3.060  -0.184
C9 -0.251 5.261 -1.990  -0.083
H13 5.474 1.167 1.925  0.066
P1 2.353 0.480 0.546  -0.038
H14 -2.077 0.058 7.766  0.070
O2 -1.397 -2.077 1.439  -0.577
Te2 -5.605 3.964 1.745  -0.432
C10 1.725 4.858 -3.328  -0.115
S3 2.663 -0.856 -0.923  0.376
H15 0.656 -0.878 -2.873  0.033
H16 1.059 6.789 -2.731  0.089
H17 -2.311 1.383 6.625  0.093
O3 -0.273 -1.511 -1.237  -0.599
H18 1.435 0.333 3.567  0.076
H19 5.698 2.163 -1.046  0.073
H20 -2.422 -1.612 5.935  0.112
H21 0.679 -3.312 1.993  0.057
C11 -1.551 -1.202 5.442  -0.086
H22 -0.960 5.940 -1.536  0.104
H23 -3.643 -1.048 -0.259  0.009
H24 -3.086 -2.707 -0.028  0.007
H25 4.961 3.299 -2.199  0.061
O4 3.461 1.687 0.256  -0.349
C12 -3.264 -1.937 -0.774  -0.183
Si1 -1.720 -1.655 -1.881  0.243
S4 2.260 2.169 -4.074  1.031
C13 1.145 1.060 -3.213  -0.704
C14 3.563 2.249 -1.017  -0.398
C15 -0.484 3.904 -1.866  -0.017
Te3 -1.382 1.292 0.636  0.160
C16 -0.934 -0.058 5.952  -0.301
H26 5.210 0.377 3.489  0.070
C17 1.061 -2.437 1.472  -0.242
C18 0.592 -0.108 4.102  -0.126
H27 4.584 -0.858 0.760  0.054
H28 6.386 -0.297 2.341  0.065
H29 3.440 1.455 -1.769  0.025
N1 0.351 1.635 -2.383  0.075
H30 -0.830 1.314 7.603  0.072
C19 5.426 0.206 2.435  -0.081
C20 1.466 3.505 -3.246  -0.489
H31 0.726 1.297 5.700  0.115
C21 0.865 5.727 -2.674  -0.112
H32 2.017 -2.146 1.906  0.035
N2 1.138 -0.242 -3.514  0.086
H33 5.034 3.708 -0.473  0.072
H34 -3.236 -0.321 -3.338  0.011
Te4 -2.411 0.421 2.585  0.526
C22 4.910 2.900 -1.190  -0.073
H35 1.163 -2.684 0.414  0.014

Results
DFT total energy = -126811.7646 eV
Total charge = -2